Record 1
Below is a 3-piece molecular cluster, C37H37NO14PS overall, with properties calculated with ωB97M-V/def2-TZVPD.

Each line ends with the Mulliken charge.
Atoms and positions in Å:
1 O 8.667709 1.473777 1.707770  -0.507
2 N 7.681060 0.922292 1.288213  0.213
3 O 7.833365 0.441694 0.080931  -0.152
4 P 6.230103 -0.178963 -0.707988  0.321
5 C 4.649231 -0.783418 -1.547242  -0.644
6 O 3.604776 -1.188278 -0.652116  -0.356
7 C 3.040741 -0.108111 0.021731  -0.222
8 O 1.656650 -0.349197 0.115830  -0.028
9 C 1.016351 0.547470 0.998697  -0.490
10 C -0.361226 0.997604 0.448181  0.033
11 O -0.563407 0.718920 -0.926373  -0.573
12 O 6.870368 0.404664 -2.199084  -0.595
13 C 6.427694 1.675093 -2.578635  -0.729
14 C 5.989143 2.395687 -1.290933  0.189
15 C 4.857893 3.434836 -1.386480  -0.472
16 C 3.826229 3.191768 -2.489662  0.168
17 C 2.744795 4.255571 -2.700208  -1.120
18 S 1.882047 4.859513 -1.281119  1.132
19 O 1.398529 3.721026 -0.550025  -0.486
20 O 1.011621 5.912762 -1.696763  -0.676
21 O 3.004862 5.558042 -0.403703  -0.507
22 O 5.552204 1.386974 -0.427511  -0.552
23 H 6.942339 -1.385180 -0.938055  -0.079
24 H 5.787982 -0.577064 0.580769  0.006
25 H 4.248368 -0.004987 -2.216904  0.239
26 H 4.879855 -1.658632 -2.164249  0.519
27 H 3.486443 0.012209 1.021207  0.350
28 H 3.215891 0.825336 -0.536349  -0.002
29 H 0.884061 0.059755 1.973604  0.272
30 H 1.646265 1.433832 1.152010  0.345
31 H -0.442268 2.077726 0.618930  0.218
32 H -1.167257 0.511231 0.996127  -0.088
33 H -0.092185 1.381663 -1.434361  0.309
34 H 7.241420 2.223103 -3.072190  0.341
35 H 5.609002 1.580656 -3.306054  0.384
36 H 6.876248 2.884840 -0.860293  0.317
37 H 5.254991 4.453894 -1.456250  0.676
38 H 4.368773 3.330824 -0.408226  -0.231
39 H 4.354716 3.121616 -3.445411  0.471
40 H 3.342217 2.223972 -2.331389  -0.179
41 H 3.099142 5.126742 -3.254753  0.410
42 H 1.911154 3.815829 -3.259451  0.390
43 H 3.423178 4.896498 0.165787  0.427
44 C 1.479442 -2.342375 -2.902203  -0.232
45 C 1.373152 -2.823833 -4.201279  -0.633
46 C 0.303422 -3.622826 -4.572415  -0.694
47 C -0.665487 -3.957980 -3.636370  0.201
48 C -0.552013 -3.487055 -2.320819  0.167
49 C 0.515125 -2.673104 -1.960792  -0.693
50 C -1.554234 -3.858598 -1.287860  0.485
51 O -1.490458 -3.460624 -0.143820  -0.664
52 C -2.666763 -4.773710 -1.702887  0.093
53 C -3.582993 -5.190330 -0.745660  -0.491
54 C -4.628744 -6.024594 -1.099939  -0.505
55 C -4.767392 -6.446311 -2.418597  -0.469
56 C -3.852709 -6.041020 -3.374818  -0.621
57 C -2.796371 -5.208891 -3.019182  0.281
58 C -1.804506 -4.808468 -4.063726  0.644
59 O -1.935775 -5.184508 -5.211307  -0.690
60 H 2.315183 -1.722999 -2.607868  0.492
61 H 2.133204 -2.572327 -4.930749  0.438
62 H 0.206026 -3.999117 -5.581826  0.467
63 H 0.596664 -2.297573 -0.951849  0.650
64 H -3.450545 -4.852423 0.272171  0.475
65 H -5.338552 -6.350792 -0.349656  0.401
66 H -5.587431 -7.096166 -2.696454  0.391
67 H -3.936199 -6.361413 -4.404548  0.472
68 C -5.349453 -2.070220 2.519002  -0.345
69 C -6.587805 -2.012904 3.149072  -0.627
70 C -6.928413 -0.912498 3.915709  -0.583
71 C -6.027236 0.135512 4.060764  0.398
72 C -4.778568 0.071095 3.438525  0.312
73 C -4.443645 -1.032933 2.661975  -0.970
74 C -3.781015 1.169720 3.596761  0.471
75 O -2.699954 1.123554 3.053104  -0.608
76 C -4.161898 2.331271 4.452583  0.129
77 C -3.238546 3.352126 4.644975  -0.567
78 C -3.571528 4.445072 5.426879  -0.532
79 C -4.828924 4.525113 6.016147  -0.460
80 C -5.751149 3.509760 5.828860  -0.611
81 C -5.420252 2.406984 5.049774  0.303
82 C -6.424972 1.317986 4.876424  0.564
83 O -7.525380 1.394380 5.381617  -0.686
84 H -5.089566 -2.926477 1.913957  0.524
85 H -7.289470 -2.829860 3.038259  0.390
86 H -7.889189 -0.846197 4.407982  0.465
87 H -3.475683 -1.065203 2.178174  0.646
88 H -2.268142 3.272703 4.173724  0.515
89 H -2.851010 5.238487 5.577435  0.406
90 H -5.087853 5.382958 6.623334  0.392
91 H -6.733466 3.553022 6.279407  0.469

Atomic forces in eV per Å
-0.0410 -0.1271 -0.0108
0.0325 0.0495 -0.0057
0.0561 0.1000 0.0471
-0.1200 -0.1730 -0.1832
0.0422 -0.1925 -0.1651
-0.0800 0.1671 -0.0083
0.0983 0.1724 0.0208
-0.0926 -0.2326 0.0017
0.0491 0.0632 -0.0832
0.1219 0.1548 0.0866
-0.1577 -0.0345 0.0892
-0.0307 0.0668 -0.0361
0.0941 0.0237 -0.0560
0.0081 -0.1026 0.0499
-0.0624 0.0802 0.0457
0.0777 -0.1192 0.0149
-0.1036 -0.0907 -0.1895
0.0986 -0.1836 0.0106
-0.0931 0.1221 -0.0113
0.0325 -0.1732 0.1024
-0.1096 0.2822 0.0386
-0.0397 0.0910 0.0395
0.1032 0.0589 -0.0405
0.0163 0.1331 0.0507
0.0980 -0.0268 0.0318
-0.0481 0.0018 0.1273
-0.0720 -0.0739 -0.0455
-0.0464 -0.0874 0.0808
-0.0102 0.1133 -0.0094
-0.0495 -0.0668 -0.0645
-0.1174 -0.1255 0.1041
0.0297 -0.0729 -0.1175
0.1850 0.0540 -0.0457
-0.0372 -0.0476 0.0355
0.0096 0.0002 0.0933
-0.0751 0.0012 0.0070
0.0515 -0.1015 -0.0918
0.0618 0.1043 -0.0847
-0.1638 0.0097 0.0403
0.0658 0.0577 0.0368
0.0062 0.0159 0.1689
0.1449 0.1192 -0.1439
0.0569 -0.0699 0.0104
-0.0654 -0.0611 -0.0351
0.0308 0.0334 -0.0314
0.0430 0.0286 -0.0017
-0.0032 0.0229 0.0132
0.0016 0.0004 0.0105
0.0465 0.0103 -0.0323
-0.0409 -0.0258 0.0632
0.0103 0.0023 -0.0783
0.0384 0.0276 -0.0058
-0.0761 -0.0390 0.0292
0.0046 0.0057 0.0063
0.0189 0.0059 -0.0161
-0.0367 -0.0251 0.0153
0.0107 0.0114 -0.0390
-0.0403 -0.0527 0.0304
0.0212 0.0197 -0.0068
-0.0066 0.0055 0.0681
-0.0047 0.0017 0.0036
-0.0215 -0.0005 0.0083
-0.0049 0.0518 0.0587
0.0084 0.0312 0.0356
0.0085 0.0055 -0.0125
0.0013 0.0021 0.0024
0.0235 0.0107 -0.0005
0.0074 0.0339 0.0139
-0.0056 -0.0061 -0.0017
-0.0202 -0.0305 -0.0200
0.0213 0.0199 0.0001
0.0306 0.0145 0.0068
-0.0103 -0.0162 -0.0074
0.0036 -0.0031 -0.0351
-0.0133 -0.0278 0.0337
-0.0053 -0.0144 -0.0063
0.0085 0.0578 0.0186
0.0071 -0.0208 -0.0145
-0.0183 -0.0134 -0.0010
0.0164 0.0518 0.0230
-0.0085 -0.0156 0.0126
0.0196 0.0199 -0.0139
-0.0059 -0.0117 0.0149
0.0262 -0.0562 -0.0439
0.0077 0.0051 -0.0081
0.0104 0.0258 0.0030
-0.0136 0.0180 0.0234
-0.0149 -0.0181 -0.0129
-0.0063 -0.0002 -0.0035
0.0043 -0.0030 -0.0006
0.0015 -0.0230 -0.0076

As for the HOMO energy: -5.722 eV. The charge is -1. As for the spin multiplicity: 1. As for the orbital gap: 6.03 eV. The total energy is -89247.6293 eV.

Record 2
Below is a 3-piece molecular cluster, C3H11NO4 overall, with properties calculated with ωB97M-V/def2-TZVPD.

Each line ends with the Mulliken charge.
Atoms and positions in Å:
1 C -0.789785 -0.925809 -1.218096  -0.378
2 C 0.146919 -0.081314 -2.015847  -0.523
3 C 0.559803 1.059418 -1.069085  0.579
4 O 0.682178 2.177986 -1.734389  -0.486
5 O 0.752971 0.968066 0.101206  -0.616
6 N -0.046492 -1.653888 -0.275366  -0.460
7 H -1.217426 -1.720684 -1.969490  0.343
8 H -1.862470 -0.372200 -0.971281  0.180
9 H -0.328490 0.424051 -2.948621  0.254
10 H 0.996202 -0.696275 -2.299908  0.299
11 H 1.400059 2.832598 -1.877313  0.371
12 H -0.573120 -2.396004 0.104320  0.206
13 H 0.594192 -1.155473 0.384797  0.207
14 H -1.787418 1.329871 2.366770  0.304
15 H -0.577228 0.919159 1.573787  0.377
16 O -0.806287 1.203601 2.414160  -0.712
17 H 0.367766 -0.256180 2.917032  0.355
18 H 1.573842 -0.693721 3.548575  0.299
19 O 0.914786 -0.963211 2.968740  -0.599

Atomic forces in eV per Å
-3.6193 -1.4493 -2.5313
-1.3852 2.3118 -0.5455
1.1963 -1.1564 -1.1429
0.0205 2.6711 -2.4287
0.1260 -0.0586 1.1019
1.2855 0.4348 1.1646
0.7022 1.2202 1.1897
2.6812 -0.6883 0.1642
0.7871 -1.0725 1.6025
0.2432 0.1918 -0.0113
-0.4393 -1.0574 1.2612
-0.1742 -0.7096 0.8667
-1.3998 -0.6496 -0.7486
1.3526 -0.1949 0.2491
0.9872 -0.7314 -2.8674
-2.3868 1.0593 2.5991
-3.0578 3.5187 -0.2856
1.9914 0.5320 1.5900
1.0891 -4.1717 -1.2277

As for the HOMO energy: -8.756 eV. As for the spin multiplicity: 1. As for the SMILES: NCCC(=O)O.O.O. As for the orbital gap: 9.23 eV. The total energy is -12968.3341 eV.

The evaluated ΔE to the lowest compared entry with this formula, charge and spin for the records listed, in turn: 0.0 62.9 kcal/mol.